The following is a quantum chemistry calculation of a structure of composition C15H20AuI2N3O, from the OMol25 dataset.

Results
E_HOMO (alpha / beta) = 2.087 / -0.446 eV
Electronic energy = -42286.2101 eV
Net charge = -2
Multiplicity = 3
Relative energy (zero: lowest compared OMol25 entry of this formula, charge and spin) = 0.402 eV
Gap between HOMO and LUMO (alpha / beta) = 2.14 / 4.59 eV
E_LUMO (alpha / beta) = 4.2260 / 4.1434 eV

```
42
Properties=species:S:1:pos:R:3:forces:R:3:mulliken_spin:R:1
C 2.3452 -4.0857 -4.2719 -0.07 -1.07 -0.16 -0.7007
I 1.1770 -3.2951 -2.6117 0.88 -0.18 -1.02 0.8836
H 3.2449 -3.4947 -4.3972 0.08 0.13 0.06 0.1419
H 1.7292 -4.0963 -5.1819 0.07 0.23 0.35 0.1278
H 2.5808 -5.1322 -4.0087 0.03 0.47 -0.05 0.3759
C -1.7193 2.5929 -3.1474 0.32 -0.12 0.21 0.0112
C -0.6872 0.9125 -2.0509 0.40 1.57 -0.80 0.0502
N -1.7792 1.7324 -2.0630 0.29 -0.18 -0.69 0.0026
H -0.1462 2.8317 -4.6483 0.13 -0.04 -0.15 -0.0022
I 0.3697 2.2741 0.5949 0.39 1.96 0.66 0.1341
N 0.0821 1.3265 -3.0965 -0.96 0.35 -0.22 -0.0812
H -2.4658 3.3468 -3.3101 -0.10 0.00 -0.10 0.0011
Au 0.0028 -0.2259 -0.5016 -0.84 0.27 1.66 -0.0192
C -0.7214 -1.8679 -1.4430 -2.64 -3.75 -0.41 0.3318
O -1.7068 -2.4949 -1.6003 1.58 2.16 0.62 -0.0039
C -0.5689 2.3385 -3.7957 0.15 0.02 0.33 0.0314
C 1.4786 1.0000 -3.3369 0.37 -0.20 -0.24 0.1071
H 2.1140 1.8895 -3.1768 -0.40 -0.33 0.15 -0.0072
H 1.6157 0.6766 -4.3774 -0.10 -0.05 0.28 -0.0274
H 1.8080 0.1967 -2.6663 -0.24 0.23 -0.19 0.0038
C -2.7599 1.9891 -1.0214 -0.52 0.03 0.16 0.0089
H -3.7227 2.1645 -1.5205 0.10 -0.19 0.12 0.0007
H -2.5039 2.9065 -0.4622 0.19 -0.56 -0.18 -0.0027
H -2.8672 1.1549 -0.3207 0.27 0.16 -0.26 -0.0040
C -2.1772 -1.0008 2.3992 -0.08 -0.04 -0.14 -0.0124
C -1.0517 -0.5442 3.2461 1.41 0.30 0.04 0.0725
C -1.2306 -0.1087 4.5509 0.94 0.31 0.09 -0.0287
C -0.1315 0.3501 5.3217 -0.23 0.01 0.58 0.0479
C 1.1849 0.3283 4.8044 -1.01 -0.33 -0.42 -0.0310
C 1.4068 -0.0952 3.5013 -1.33 0.11 0.56 0.1258
C 2.7727 -0.0676 2.9425 0.43 -0.11 -0.37 0.0007
C 0.2878 -0.4998 2.6262 -0.25 0.79 1.78 -0.1790
N 0.5668 -0.7545 1.3891 0.64 -1.43 -0.89 0.6196
H -2.3198 -0.3129 1.5617 -0.16 -0.04 -0.13 0.0100
H -3.0964 -1.0643 2.9797 -0.16 0.02 0.00 -0.0017
H -1.9505 -1.9821 1.9765 -0.04 -0.06 -0.17 0.0036
H -2.2504 -0.1023 4.9677 0.49 0.01 -0.09 0.0008
H -0.2958 0.7093 6.3508 0.01 -0.19 -0.51 0.0028
H 2.0435 0.6823 5.4037 -0.53 -0.21 -0.25 -0.0014
H 3.1082 0.9551 2.7543 -0.02 0.05 -0.16 0.0028
H 3.4810 -0.5182 3.6386 0.16 -0.13 -0.01 0.0015
H 2.7530 -0.6146 2.0009 0.35 0.05 -0.03 0.0025
```
Forces are in eV/Å.

The following is a quantum chemistry calculation of a cluster of 2 separate species, C6H12O in total, from the OMol25 dataset.

Results
E_HOMO = -6.130 eV
Electronic energy = -8458.7266 eV
SMILES = C=COC.C=CC
Relative energy (zero: lowest compared OMol25 entry of this formula, charge and spin) = 5.627 eV
Gap between HOMO and LUMO = 7.16 eV
E_LUMO = 1.0280 eV

```
19
Properties=species:S:1:pos:R:3:forces:R:3:mulliken_charge:R:1
C 2.1881 -0.6528 -0.4032 0.19 -0.04 -0.22 -0.7286
O 1.1885 -0.5927 0.6099 -0.19 0.11 0.09 -0.2781
C 0.4757 0.5500 0.7527 0.29 0.33 0.17 0.1960
C 0.5718 1.7187 -0.0532 0.37 -0.01 -0.03 -1.0887
C -1.4304 0.9802 0.0650 -0.45 -0.27 0.06 -0.5129
C -1.4344 -0.3286 0.5725 -0.24 0.09 -0.04 -0.1103
C -1.4442 -1.5356 -0.3194 0.06 -0.05 -0.08 -1.1404
H 3.1093 -0.1819 -0.0443 -0.15 -0.05 -0.10 0.2949
H 1.8794 -0.1666 -1.3307 0.00 -0.10 0.13 0.3282
H 2.3674 -1.7139 -0.5847 -0.03 0.14 0.03 0.2483
H 0.2669 0.7340 1.8028 -0.04 -0.04 -0.16 0.4343
H 0.8219 2.6467 0.4524 -0.05 -0.14 -0.03 0.2494
H 0.7938 1.6571 -1.1118 -0.05 -0.01 0.17 0.2903
H -1.5404 1.1345 -1.0045 0.07 -0.02 0.17 0.2637
H -1.7833 1.8075 0.6732 0.12 -0.14 -0.11 0.3332
H -1.6887 -0.4798 1.6183 0.07 0.06 -0.15 0.3492
H -2.4434 -1.9925 -0.3842 0.17 0.07 0.02 0.3600
H -1.1460 -1.2731 -1.3429 -0.03 -0.03 0.14 0.2793
H -0.7518 -2.3112 0.0319 -0.09 0.11 -0.06 0.2322
```
Forces are in eV/Å.

The following is a quantum chemistry calculation of a structure of composition C25H26AsFN2O3PtS, from the OMol25 dataset.

Results
E_HOMO = -14.308 eV
Electronic energy = -113086.7642 eV
Net charge = +2
Relative energy (zero: lowest compared OMol25 entry of this formula, charge and spin) = 4.871 eV
Gap between HOMO and LUMO = 5.58 eV
E_LUMO = -8.7313 eV

```
60
Properties=species:S:1:pos:R:3:forces:R:3:mulliken_charge:R:1
Pt -0.2210 -1.1939 0.6258 0.67 0.61 -0.75 0.8655
C 4.5515 0.3122 -4.9442 -0.06 -0.09 0.03 -1.4702
C 3.9869 0.1407 -3.5623 0.07 0.03 -0.09 0.6910
C 2.8918 0.8872 -3.1384 -0.06 0.04 -0.01 -0.9930
C 2.3743 0.7392 -1.8612 -0.05 -0.07 -0.02 0.4820
C 2.9697 -0.1650 -0.9975 0.13 -0.27 -0.19 0.5786
C 4.0563 -0.9415 -1.3989 -0.01 0.09 0.03 -0.8670
C 4.5492 -0.7824 -2.6782 0.02 -0.04 0.00 -0.8284
S 2.3985 -0.3919 0.6294 0.15 0.24 0.33 1.2589
O 3.3893 0.0291 1.5550 0.24 -0.60 -0.04 -0.6298
O 1.8203 -1.7972 0.7005 -0.23 0.01 0.12 -0.6216
N 1.0201 0.3400 0.8947 -0.35 0.79 0.12 0.0381
C 0.6929 1.6781 1.1166 0.21 -0.48 0.12 -0.4093
C 1.1321 2.8261 0.6081 -0.04 0.24 -0.09 -0.9141
C 0.0968 3.8912 0.8352 -0.05 -0.14 -0.12 -0.3671
C -2.1178 3.5943 1.0140 -0.02 -0.04 0.05 -0.6956
C -2.8121 2.2896 0.8737 0.08 0.02 -0.13 -0.7204
C -4.0375 1.8624 0.5641 -0.15 -0.25 0.02 -0.5358
C -4.2882 0.4176 0.3891 -0.05 0.31 0.00 -0.5800
C -3.3237 -0.4904 0.3059 0.14 -0.01 -0.01 -0.9633
N -1.9367 -0.0323 0.4164 -0.52 -1.14 -0.34 0.1033
C -1.6850 1.3381 0.9448 0.14 0.09 0.22 1.5052
H 4.2692 1.2701 -5.3762 0.01 0.01 0.01 0.3822
H 4.1807 -0.4753 -5.6036 -0.01 0.00 0.00 0.3141
H 5.6376 0.2367 -4.9337 0.00 0.03 0.01 0.4003
H 2.4380 1.5943 -3.8224 0.03 0.02 0.03 0.4060
H 1.5216 1.3214 -1.5416 -0.01 0.01 0.00 0.0000
H 4.5110 -1.6507 -0.7183 0.00 0.02 -0.01 0.4795
H 5.3887 -1.3849 -3.0016 0.02 0.03 0.02 0.4362
H 2.0318 2.9649 0.0246 -0.08 -0.01 -0.08 0.5606
H 0.4483 4.9148 0.9450 -0.05 0.01 0.03 0.7036
H -2.7268 4.4642 1.2415 -0.01 0.02 -0.06 0.9371
H -4.8673 2.5495 0.4596 -0.01 -0.03 0.04 0.6133
H -5.3111 0.0746 0.3068 0.00 0.04 0.02 0.4630
H -3.4485 -1.5536 0.1795 0.13 -0.01 0.03 0.8565
F -1.3689 5.1999 -0.6613 0.02 -0.02 -0.02 -0.4140
C -1.1438 3.9279 -0.2049 0.32 0.09 0.23 0.9819
C -1.0725 3.0533 -1.3989 -0.03 -0.08 -0.10 -0.6378
C -1.2252 1.6945 -1.5555 0.67 -0.50 -0.24 -1.6300
C -1.3925 0.9407 -0.3997 -0.81 1.09 0.21 0.1165
C -0.5985 1.8244 1.8662 0.01 0.01 0.34 -0.1460
C -0.8651 3.3437 1.9078 -0.08 0.10 -0.15 -0.2514
H -0.9363 3.6266 -2.3147 -0.16 0.00 0.01 0.5593
H -1.1815 1.2519 -2.5418 -0.10 -0.02 0.01 0.5998
H -0.6069 1.3174 2.8311 0.01 0.03 0.01 0.6574
H -0.8387 3.7842 2.8981 -0.01 -0.04 0.02 0.4093
C -1.3004 -5.7593 1.1181 -0.06 -0.07 -0.16 -1.0439
As -1.2781 -3.9404 1.6518 0.04 0.12 -0.22 0.9315
C -2.8836 -3.4302 2.5420 -0.09 -0.08 0.07 -1.0609
C 0.2225 -3.6598 2.7950 0.07 -0.03 0.08 -1.1231
O -1.1807 -2.9542 0.2493 0.01 0.01 0.49 -0.8231
H -1.4284 -6.3936 1.9936 -0.02 0.00 0.01 0.4094
H -0.3505 -5.9789 0.6350 0.01 -0.02 -0.01 0.3665
H -2.1132 -5.9189 0.4133 -0.02 -0.03 0.00 0.3687
H -3.0320 -4.0013 3.4569 0.01 0.00 0.00 0.4294
H -3.7157 -3.6035 1.8621 -0.04 -0.02 0.03 0.3737
H -2.8127 -2.3695 2.7770 -0.02 0.01 0.05 0.2942
H 0.1805 -4.3784 3.6137 0.00 0.00 0.00 0.4657
H 0.2079 -2.6482 3.1954 -0.02 0.01 0.04 0.3440
H 1.1338 -3.8057 2.2181 0.02 -0.02 0.00 0.3437
```
Forces are in eV/Å.

The following is a quantum chemistry calculation of a cluster of 2 separate species, C9H14 in total, from the OMol25 dataset.

Results
E_HOMO = -9.127 eV
Electronic energy = -9558.7299 eV
SMILES = Cc1ccccc1.CC
Relative energy (zero: lowest compared OMol25 entry of this formula, charge and spin) = 1.452 eV
Gap between HOMO and LUMO = 10.12 eV
E_LUMO = 0.9929 eV

```
23
Properties=species:S:1:pos:R:3:forces:R:3:mulliken_charge:R:1
C 1.8153 2.9672 0.2206 -4.40 2.87 2.84 -1.4364
C -1.1586 0.5678 0.6172 -1.75 0.17 -3.41 -0.2689
C -0.2939 1.5282 0.0664 -0.09 -0.19 1.15 -0.3217
C -1.0151 0.1375 1.9080 -1.17 -0.11 2.18 -0.4024
C 0.7450 2.0818 0.8443 -0.06 -0.69 -0.65 0.5377
C -0.0991 0.7407 2.7591 0.85 0.87 -1.55 -0.5609
C 0.8112 1.6943 2.1672 -0.05 -1.38 2.54 -0.1727
H -2.0581 0.2101 -0.1025 2.25 0.62 2.00 0.2114
H -0.4607 1.9190 -0.9210 0.00 -0.14 -0.37 0.3642
H -1.7628 -0.4954 2.4330 0.52 0.11 -0.94 0.3009
H -0.1323 0.4582 3.8213 0.48 0.37 -0.58 0.3518
H 2.1560 3.6441 0.9935 0.79 -0.23 0.38 0.3816
H 1.3680 3.7043 -0.4330 -0.30 -0.19 -0.75 0.3797
H 1.6149 2.0157 2.8649 -0.52 0.24 -0.85 0.2713
H 2.5321 2.4724 -0.2401 3.44 -2.32 -2.01 0.3597
C -0.2211 -3.5329 -2.5122 -1.66 -1.49 -0.53 -0.9535
C -0.7984 -2.3818 -1.7546 0.55 0.49 1.27 -0.7312
H -0.0736 -3.4286 -3.5770 -0.71 0.50 -0.56 0.3265
H 0.8008 -3.8145 -2.2685 -0.28 -0.40 1.09 0.2787
H -1.0600 -4.2877 -2.3222 1.93 -0.06 -0.70 0.2267
H -1.0839 -2.7679 -0.7416 -0.14 0.69 -0.86 0.2461
H -1.5697 -1.7892 -2.2310 -0.65 -0.57 -0.16 0.3184
H -0.0560 -1.6433 -1.5916 0.96 0.86 0.47 0.2926
```
Forces are in eV/Å.